Model w:
Molecular formula: CH4ClOP
Method: DFT, ωB97M-V/def2-TZVPD

Cartesian coordinates (Å):
C (-0.714, -0.112, 0.657)
O (-0.581, -1.353, 1.154)
P (0.895, 0.418, -1.437)
Cl (2.741, 0.227, -0.655)
H (-0.604, 0.842, 1.228)
H (-1.526, 0.026, -0.116)
H (-1.161, -1.884, 0.722)
H (0.950, 1.837, -1.552)

Output
- E_HOMO (spin up / spin down) (eV) = -7.71 / -7.70
- gap between HOMO and LUMO (spin up / spin down) (eV) = 7.61 / 7.75
- LUMO level (spin up / spin down) (Eh) = -0.003 / 0.002

***

Model x:
Molecular formula: CH4ClOP
Method: DFT, ωB97M-V/def2-TZVPD

Cartesian coordinates (Å):
C (0.740, -0.004, -0.241)
O (0.524, -0.167, -1.601)
P (-1.337, -0.469, 0.992)
Cl (-2.178, 1.348, 0.683)
H (0.771, 1.017, 0.031)
H (1.600, -0.564, 0.134)
H (0.325, -1.120, -1.976)
H (-0.443, -0.040, 1.978)

Output
- E_HOMO (eV) = -8.48
- gap between HOMO and LUMO (eV) = 8.77
- LUMO level (Eh) = 0.011

***

It is model w that is the least stable of them.

***

Model w:
Molecular formula: C7H9P
Method: DFT, ωB97M-V/def2-TZVPD

Cartesian coordinates (Å):
C (2.553, 0.744, -0.442)
P (1.808, 0.990, 1.284)
C (0.341, 0.343, 0.653)
C (-1.190, 0.222, 1.256)
C (-1.694, -0.798, 0.305)
C (-1.057, -0.550, -1.002)
C (0.348, -0.047, -0.615)
C (1.605, 0.299, -1.308)
H (3.468, 1.235, -0.554)
H (2.120, -0.166, 1.853)
H (-1.329, -0.159, 2.341)
H (-1.592, 1.203, 1.093)
H (-2.825, -0.704, 0.193)
H (-1.620, -1.884, 0.587)
H (-1.699, 0.302, -1.476)
H (-0.910, -1.436, -1.740)
H (1.674, 0.406, -2.428)

Output
- E_HOMO (eV) = -8.49
- gap between HOMO and LUMO (eV) = 9.39
- LUMO level (Eh) = 0.033
- SMILES = C1=[PH]=C2CCCC2=C1

***

Model x:
Molecular formula: C7H9P
Method: DFT, ωB97M-V/def2-TZVPD

Cartesian coordinates (Å):
C (1.913, 1.041, -0.048)
C (3.172, 0.800, -0.420)
C (0.771, 0.199, -0.054)
C (0.633, -1.104, -0.368)
C (-0.534, 0.836, 0.308)
C (-0.796, -1.538, -0.227)
C (-1.455, -0.317, 0.513)
P (4.149, -0.641, -0.617)
H (1.811, 2.154, 0.072)
H (3.878, 1.560, -0.697)
H (-0.563, 1.462, 1.322)
H (-0.763, 1.474, -0.427)
H (-1.365, -1.642, -1.255)
H (-0.995, -2.459, 0.471)
H (-1.590, -0.431, 1.618)
H (-2.536, -0.025, 0.262)
H (1.556, -1.692, -0.564)

Output
- E_HOMO (spin up / spin down) (eV) = -7.53 / -8.01
- gap between HOMO and LUMO (spin up / spin down) (eV) = 6.74 / 6.57
- LUMO level (spin up / spin down) (Eh) = -0.029 / -0.053

***

It is model x that is the least stable of them.